The following is a quantum chemistry calculation of a structure of composition C2H6InO2 at a distorted geometry, from the OMol25 dataset.

```
11
Properties=species:S:1:pos:R:3:nbo_charge:R:1
In -1.94848 -0.66048 1.25741 2.3057
C 0.07277 0.52265 -0.67425 -0.1332
C 0.71785 -0.06629 0.52750 -0.1972
O 0.23059 -1.39083 0.85336 -0.6334
O -1.29300 0.47644 -0.45275 -0.7581
H 0.38095 -0.03430 -1.55909 0.2993
H 0.39938 1.54853 -0.84457 0.3069
H 0.67702 0.58100 1.40355 0.2791
H 1.79416 -0.06343 0.35536 0.3351
H 0.72985 -1.92498 0.23125 0.5869
H -1.76108 1.01164 -1.09779 0.6090
```

Properties
- Multiplicity: 1
- Net charge: +3
- LUMO level: -21.257 eV
- Relative energy (zero: lowest compared OMol25 entry of this formula, charge and spin): 1.423 eV